No. 1
Below is C30H40N12OPd as an isolated structure, with properties calculated with ωB97M-V/def2-TZVPD.

Geometry as XYZ:
```
84
Properties=species:S:1:pos:R:3:mulliken_charge:R:1
Pd 16.65 16.02 7.72 0.57
C 15.44 18.44 9.93 -0.71
C 16.53 17.63 10.62 -0.98
N 16.92 16.35 9.97 0.05
C 18.26 15.93 10.43 -0.64
C 19.06 15.21 9.34 -0.67
N 18.92 15.83 8.01 -0.06
C 19.49 15.05 6.89 -0.50
C 19.31 15.74 5.53 -0.81
C 17.92 15.57 4.88 -0.49
N 16.83 16.35 5.52 -0.22
C 16.81 17.82 5.21 -0.68
C 17.10 18.78 6.40 -0.73
N 16.81 18.26 7.77 0.08
C 15.84 19.08 8.59 -0.79
H 15.19 19.26 10.59 0.50
H 14.52 17.83 9.81 0.17
H 16.28 17.48 11.69 0.48
H 17.41 18.29 10.66 0.44
H 16.22 15.63 10.19 0.44
H 18.18 15.30 11.35 0.35
H 18.81 16.84 10.73 0.37
H 18.72 14.16 9.18 0.28
H 20.11 15.11 9.64 0.50
H 19.31 16.78 8.00 0.35
H 18.99 14.05 6.88 0.22
H 20.57 14.89 7.10 0.46
H 20.01 15.22 4.86 0.46
H 19.60 16.80 5.50 0.33
H 17.63 14.49 4.96 0.16
H 18.04 15.84 3.80 0.48
H 15.94 15.98 5.19 0.34
H 15.83 18.04 4.78 0.45
H 17.57 18.08 4.44 0.36
H 16.49 19.67 6.17 0.36
H 18.16 19.11 6.36 0.39
H 17.68 18.27 8.30 0.35
H 14.91 19.26 8.03 0.39
H 16.31 20.08 8.75 0.51
C 10.92 16.96 6.78 -1.16
N 12.21 16.43 7.21 0.62
C 13.47 16.75 6.83 -0.71
N 14.31 15.95 7.49 1.03
C 13.53 15.14 8.25 -0.86
N 12.24 15.40 8.08 -0.71
C 9.98 16.03 6.07 0.53
C 8.77 16.54 5.62 -0.72
C 7.85 15.77 4.94 -0.72
C 8.13 14.41 4.64 -0.75
C 9.33 13.88 5.09 -0.02
C 10.23 14.67 5.82 0.08
C 9.66 12.46 4.93 0.59
N 8.91 11.44 4.58 -0.28
N 9.65 10.29 4.68 -0.35
C 10.85 10.63 5.11 0.70
O 10.94 12.04 5.28 -0.19
C 12.03 9.84 5.41 0.16
C 12.04 8.43 5.54 -0.91
C 13.25 7.78 5.76 -0.71
C 14.42 8.50 5.87 -0.77
C 14.41 9.91 5.81 1.03
C 15.73 10.62 5.94 -1.32
N 15.86 11.82 6.78 0.91
C 16.03 13.10 6.44 -0.92
N 16.41 13.82 7.52 1.03
C 16.42 12.89 8.53 -0.82
N 16.07 11.70 8.13 -0.85
C 13.24 10.57 5.54 -0.02
H 11.16 17.87 6.21 0.40
H 10.40 17.30 7.72 0.42
H 13.68 17.56 6.15 0.40
H 13.88 14.35 8.92 0.52
H 8.50 17.58 5.81 0.47
H 6.92 16.25 4.55 0.40
H 7.41 13.80 4.12 0.56
H 11.16 14.24 6.20 0.73
H 11.15 7.80 5.45 0.53
H 13.29 6.71 5.90 0.45
H 15.35 7.94 6.00 0.43
H 16.16 10.91 4.96 0.34
H 16.39 9.86 6.40 0.46
H 15.87 13.48 5.45 0.55
H 16.60 13.09 9.59 0.42
H 13.27 11.67 5.44 0.46
```

## Properties
<S²>   6.044
Electronic energy   -2025.8031 Eh
Net charge   +4
Orbital gap (spin up / spin down)   8.69 / 3.30 eV
HOMO level (spin up / spin down)   -18.4 / -18.6 eV
2S+1   5



No. 2
Below is C30H40N3OPtS2Si as an isolated structure, with properties calculated with ωB97M-V/def2-TZVPD.

Geometry as XYZ:
```
78
Properties=species:S:1:pos:R:3:mulliken_charge:R:1
Pt 0.56 0.40 -2.41 0.67
C 2.25 1.91 1.34 -1.37
C 2.12 1.43 0.03 0.00
N 0.96 1.08 -0.48 0.15
C -0.14 1.16 0.31 -0.34
C -0.11 1.64 1.61 1.36
C 1.14 2.02 2.13 -0.81
C -1.31 1.68 2.39 -0.99
C -2.49 1.31 1.85 -0.97
C -2.57 0.86 0.49 1.34
C -3.77 0.48 -0.13 -0.70
C -3.74 0.02 -1.43 -0.77
C -2.52 -0.05 -2.10 -0.08
N -1.38 0.31 -1.54 -0.60
C -1.40 0.76 -0.26 -0.16
H 3.23 2.19 1.70 0.46
H 2.98 1.33 -0.61 0.44
H 1.20 2.39 3.14 0.61
H -1.24 1.95 3.43 0.46
H -3.39 1.31 2.45 0.37
H -4.70 0.53 0.42 0.43
H -4.64 -0.29 -1.93 0.40
H -2.44 -0.42 -3.12 0.43
C -0.50 -1.62 -6.95 -0.72
O 0.19 -2.39 -5.98 -0.34
C 0.48 -1.86 -4.77 0.41
S 1.33 -2.79 -3.72 -0.29
S -0.09 -0.25 -4.50 -0.65
H -0.56 -2.26 -7.83 0.25
H 0.05 -0.70 -7.19 0.31
H -1.50 -1.35 -6.61 0.32
C -3.17 -1.09 5.76 -1.75
C -1.83 -0.86 5.09 0.79
C -0.91 0.00 5.67 -1.34
C 0.34 0.15 5.06 1.07
C 1.43 0.93 5.75 -1.74
C 0.60 -0.46 3.86 -0.56
C -0.35 -1.30 3.16 0.20
C -1.56 -1.51 3.90 -0.33
N 0.00 -1.72 1.95 -0.41
C -0.70 -2.82 1.29 1.90
C 0.09 -3.14 0.01 -1.70
C -0.67 -4.09 2.16 -1.94
C -2.14 -2.53 0.83 -1.01
H -3.21 -0.60 6.74 0.38
H -3.35 -2.16 5.92 0.33
H -3.99 -0.70 5.16 0.29
H -1.12 0.48 6.62 0.21
H 1.02 1.67 6.44 0.35
H 2.08 1.45 5.04 0.34
H 2.07 0.26 6.33 0.35
H 1.58 -0.37 3.39 0.61
H -2.32 -2.18 3.51 0.54
H 1.14 -3.32 0.26 0.37
H 0.06 -2.34 -0.73 0.06
H -0.31 -4.03 -0.48 0.35
H 0.36 -4.28 2.46 0.42
H -1.04 -4.96 1.60 0.48
H -1.27 -3.98 3.06 0.36
H -2.13 -1.81 0.01 0.03
H -2.78 -2.13 1.62 0.13
H -2.60 -3.44 0.44 0.55
C 4.60 2.51 -4.28 -1.11
Si 2.80 2.33 -3.74 0.34
C 2.49 3.69 -2.48 -0.98
C 1.72 2.71 -5.24 -1.02
C 2.48 0.61 -3.10 -0.87
H 4.81 3.51 -4.68 0.27
H 4.85 1.78 -5.06 0.30
H 5.28 2.34 -3.44 0.30
H 2.57 4.67 -2.96 0.43
H 3.21 3.68 -1.66 0.28
H 1.48 3.61 -2.05 0.22
H 1.99 3.68 -5.67 0.35
H 0.67 2.74 -4.96 0.27
H 1.83 1.94 -6.00 0.24
H 3.20 0.32 -2.32 0.53
H 2.66 -0.08 -3.93 0.53
```

## Properties
ΔE to the lowest compared entry with this formula, charge and spin   0.00 kcal per mole
Electronic energy   -2611.9859 Eh
Net charge   -1
Orbital gap   4.83 eV
HOMO level   -3.0 eV
2S+1   1



No. 3
Below is C30H41AgAs2NOTe as an isolated structure, with properties calculated with ωB97M-V/def2-TZVPD.

Geometry as XYZ:
```
77
Properties=species:S:1:pos:R:3:mulliken_charge:R:1
Ag -1.48 -0.80 -1.37 -0.43
C -3.81 -4.00 -0.22 -1.25
As -3.39 -2.49 -1.40 0.95
C -3.70 -3.25 -3.20 -1.19
C -4.98 -1.49 -1.35 0.12
C -6.19 -2.10 -1.21 -0.19
C -7.38 -1.36 -1.37 -0.68
C -7.39 0.02 -1.49 -0.66
C -6.17 0.66 -1.70 -0.21
C -4.99 -0.06 -1.64 -0.36
As -3.34 0.85 -2.07 0.67
C -3.57 2.37 -0.88 -1.13
C -3.81 1.45 -3.97 -1.08
H -2.90 -4.62 -0.20 0.38
H -4.58 -4.68 -0.63 0.38
H -3.91 -3.75 0.81 0.43
H -3.68 -4.31 -3.17 0.46
H -3.03 -2.79 -3.93 0.32
H -4.75 -3.09 -3.52 0.37
H -6.27 -3.20 -1.25 0.25
H -8.32 -1.93 -1.53 0.32
H -8.28 0.62 -1.42 0.41
H -6.13 1.72 -1.90 0.34
H -4.20 3.13 -1.41 0.39
H -2.63 2.85 -0.61 0.36
H -4.12 2.18 0.09 0.32
H -3.12 0.79 -4.63 0.29
H -3.46 2.47 -4.04 0.39
H -4.87 1.29 -4.33 0.35
C 1.22 -2.71 -2.51 -1.20
C 1.70 -1.51 -1.60 0.62
O 2.91 -1.23 -1.61 -0.69
N 0.69 -0.86 -0.97 0.17
Te 1.44 0.78 0.18 0.16
C 3.21 2.21 0.20 -0.10
C 3.86 2.63 -0.98 0.83
C 3.50 2.12 -2.33 -1.41
C 4.86 3.62 -0.91 -0.63
C 5.20 4.23 0.33 0.54
C 6.40 5.13 0.42 -1.42
C 4.55 3.77 1.45 -0.83
C 3.47 2.82 1.43 0.88
C 2.67 2.65 2.70 -1.57
C 1.69 -0.49 1.95 0.17
C 0.55 -0.79 2.77 0.71
C -0.76 -0.26 2.28 -1.38
C 0.75 -1.68 3.86 -0.81
C 2.02 -2.14 4.25 0.70
C 2.14 -3.05 5.43 -1.51
C 3.11 -1.76 3.49 -0.83
C 2.97 -1.03 2.29 0.80
C 4.14 -0.94 1.35 -1.23
H 1.16 -2.34 -3.53 0.28
H 0.23 -3.06 -2.20 0.17
H 1.97 -3.51 -2.46 0.35
H 2.81 1.28 -2.31 0.12
H 4.40 1.59 -2.73 0.32
H 3.19 2.98 -2.94 0.32
H 5.38 3.98 -1.77 0.38
H 7.05 5.13 -0.47 0.36
H 7.07 4.84 1.27 0.33
H 6.03 6.13 0.58 0.30
H 4.77 4.15 2.45 0.40
H 2.86 3.52 3.33 0.50
H 2.85 1.71 3.23 0.25
H 1.59 2.76 2.54 0.22
H -1.14 -0.87 1.46 0.09
H -0.75 0.81 1.90 0.30
H -1.48 -0.31 3.13 0.48
H -0.12 -2.05 4.40 0.36
H 1.29 -3.73 5.58 0.37
H 2.42 -2.48 6.29 0.31
H 3.05 -3.72 5.36 0.34
H 4.16 -1.94 3.69 0.38
H 4.97 -1.66 1.55 0.42
H 4.53 0.06 1.42 0.26
H 3.87 -1.20 0.31 0.09
```

## Properties
<S²>   0.760
Electronic energy   -6184.0904 Eh
Net charge   0
Orbital gap (spin up / spin down)   5.11 / 7.40 eV
HOMO level (spin up / spin down)   -5.0 / -7.3 eV
2S+1   2